This record from the OMol25 dataset describes a cluster of 8 separate species, C42H74N2O14 in total. The level of theory is ωB97M-V/def2-TZVPD.

Summary:
maximum force = 0.115 Eh/bohr
frontier orbital gap = 0.290 Ha
charge = 0
structure (SMILES) = CC1(C)CCCC(C)(C)N1O.CC1(C)CCCC(C)(C)N1O.O=C1CCCO1.O=C1CCCO1.O=C1CCCO1.O=C1CCCO1.O=C1CCCO1.O=C1CCCO1
E = -2807.3885 Ha
LUMO = 0.24 eV

```
132
C42H74N2O14, DFT ωB97M-V/def2-TZVPD
C 7.63295 0.96890 24.05704
C 6.37034 0.03296 24.22886
C 6.31634 -0.48973 25.71332
C 5.07569 0.85750 23.86340
C 4.82496 1.28383 22.42286
C 4.89500 0.04771 21.53996
C 6.01756 -1.09736 21.81398
C 5.59309 -2.50509 21.34857
C 7.24788 -0.65274 20.91418
N 6.26204 -1.11513 23.30863
O 7.13687 -2.13400 23.61014
H 7.61794 1.86926 24.67123
H 8.55675 0.42687 24.25926
H 7.70075 1.50672 23.11139
H 5.53252 -1.23942 25.82147
H 7.27927 -0.88283 26.03940
H 5.94952 0.28972 26.38116
H 4.18352 0.37056 24.25713
H 5.14131 1.61353 24.64584
H 3.81403 1.68111 22.33181
H 5.42767 2.16954 22.22202
H 5.14892 0.37454 20.53159
H 3.92466 -0.44879 21.53474
H 4.71669 -2.74276 21.95152
H 6.28188 -3.27932 21.68653
H 5.43029 -2.71469 20.29138
H 6.98637 -0.61384 19.85673
H 8.06422 -1.35819 21.06914
H 7.64012 0.33760 21.14541
H 6.44161 -2.79350 23.55289
C 14.36918 -0.67031 24.07838
C 12.97317 -1.30879 23.82858
C 12.28679 -1.39654 25.16833
C 12.04449 -0.36865 22.97054
C 12.78126 -0.30801 21.60560
C 12.82928 -1.61060 20.86029
C 13.31649 -2.82983 21.73362
C 12.59536 -4.07724 21.23130
C 14.84870 -2.94743 21.50445
N 12.99055 -2.65936 23.19375
O 13.50575 -3.63496 24.01076
H 14.89562 -0.46966 23.14527
H 14.30503 0.23588 24.68072
H 15.01236 -1.45395 24.47880
H 11.86771 -0.46821 25.55653
H 11.46421 -2.10844 25.23662
H 12.98683 -1.81932 25.88896
H 11.08254 -0.87830 22.91554
H 11.87807 0.53657 23.55448
H 12.23000 0.33422 20.91876
H 13.78756 0.10704 21.54909
H 13.55074 -1.41368 20.06731
H 11.89560 -1.91289 20.38600
H 11.54344 -4.06046 21.51639
H 12.98274 -5.02381 21.60816
H 12.61856 -4.15882 20.14460
H 15.16629 -2.82650 20.46878
H 15.21560 -3.89669 21.89482
H 15.44354 -2.24107 22.08351
H 12.61692 -3.87540 24.28236
O 11.29916 1.67122 18.18432
C 10.91552 2.41305 19.11448
C 11.58686 3.67323 19.65741
C 10.52667 4.12295 20.65985
C 9.57125 2.99315 20.83367
O 9.86095 2.02470 19.87767
H 12.33606 3.15557 20.25643
H 12.13413 4.32635 18.97768
H 10.94195 4.42673 21.62076
H 10.02611 5.04188 20.35471
H 9.79835 2.59193 21.82137
H 8.51264 3.25211 20.85309
O 14.91582 1.94420 19.72866
C 15.29482 1.90417 18.62916
C 14.62538 2.54754 17.47238
C 15.62521 2.50791 16.37248
C 16.64840 1.47104 16.78845
O 16.32443 1.27417 18.19824
H 13.67089 2.04754 17.30791
H 14.40184 3.49226 17.96799
H 15.08757 2.28963 15.44976
H 16.01521 3.50016 16.14567
H 16.43643 0.56466 16.22132
H 17.59253 1.91190 16.46849
O 11.65882 6.49356 17.76679
C 12.67658 7.06341 17.46564
C 12.87111 8.38568 16.71759
C 14.33712 8.63110 16.82969
C 15.01049 7.35504 17.22100
O 13.88898 6.50592 17.66991
H 12.52093 8.17638 15.70681
H 12.15120 9.07910 17.15233
H 14.80485 9.04886 15.93817
H 14.44168 9.40646 17.58863
H 15.59260 6.83338 16.46132
H 15.69901 7.48853 18.05540
O 7.93171 6.50122 20.18662
C 7.18335 6.18919 19.26359
C 5.71267 6.19605 19.04569
C 5.54958 6.27081 17.61949
C 6.83581 5.66677 17.11876
O 7.73609 5.70768 18.11896
H 5.14725 5.32451 19.37557
H 5.30048 6.98782 19.67123
H 4.63379 5.86014 17.19432
H 5.53978 7.29590 17.24908
H 6.70822 4.62707 16.81736
H 7.22884 6.18551 16.24438
O 9.91391 6.48739 23.45795
C 8.74216 6.88948 23.39309
C 8.30623 8.38660 23.37700
C 6.84077 8.20752 22.98731
C 6.50834 6.82916 23.58785
O 7.73394 6.11086 23.56373
H 8.27432 8.51682 24.45872
H 8.94732 9.20204 23.04210
H 6.27731 9.01256 23.45903
H 6.78067 8.39557 21.91534
H 5.97426 7.01494 24.51970
H 5.77654 6.45741 22.87066
O 15.52553 6.35146 25.97345
C 14.58549 5.71296 25.59120
C 14.44939 4.26424 25.18805
C 12.98251 4.16338 24.81479
C 12.51167 5.62004 24.70173
O 13.51491 6.38297 25.26224
H 15.04470 3.88772 24.35621
H 14.78907 3.69358 26.05238
H 12.70565 3.57838 23.93774
H 12.44277 3.55650 25.54174
H 12.59187 5.88973 23.64868
H 11.52926 5.90154 25.08084
```

Atomic partial charges in e from the Mulliken method, atoms 1 to 6:
1 C -1.42
2 C 1.56
3 C -1.91
4 C -1.58
5 C -0.33
6 C -1.09